C24H42ClF3N3O7 | the ωB97M-V functional and the def2-TZVPD basis

```
80
C24H42ClF3N3O7 the ωB97M-V functional and the def2-TZVPD basis
H -2.769 -2.294 -3.749
H -2.489 -0.557 2.891
C -0.729 2.550 -2.459
H -0.406 0.498 -4.295
H 0.075 -1.200 3.486
H -1.333 -3.290 1.353
H -0.537 -0.933 0.425
H 6.446 1.412 -0.033
C -2.281 -3.003 -1.633
H 0.062 2.685 -3.314
C 4.113 1.130 -0.198
H 1.230 -0.189 -1.696
H -0.789 -3.746 4.716
C 0.493 4.445 -0.853
O -3.342 1.724 1.048
C 0.200 -3.489 4.137
H -2.478 -2.619 -0.527
C -2.246 -1.175 1.911
H -3.610 -1.294 -2.357
O 0.178 -3.103 -0.842
H -3.253 -1.489 1.395
O 2.964 2.072 -0.205
O 4.148 -0.057 -0.807
H 5.450 2.785 0.826
H -3.079 2.066 -1.042
C 0.643 -1.912 6.208
F 1.379 4.164 1.626
C 5.465 1.632 0.610
H -0.221 0.652 6.828
H 0.863 1.904 0.541
N -0.388 1.354 -1.628
H 2.365 -2.761 4.795
C -0.737 -0.578 -3.985
H 0.732 1.394 5.276
O -0.294 -4.716 -2.558
C -0.863 3.973 -1.659
O -2.603 2.789 1.203
F -0.899 5.324 1.091
H -1.821 4.045 -0.952
H 1.582 -3.981 6.009
H -1.454 -0.958 -4.861
H -1.773 2.380 -3.012
N -2.268 0.022 -0.467
F 1.832 4.645 -1.517
C 1.686 1.355 -0.084
H -3.022 -3.925 -1.782
H -0.945 0.712 1.247
C 0.355 4.646 0.628
H -1.049 4.807 -2.493
H 5.606 1.065 1.636
H -0.680 0.126 5.050
C -1.353 0.218 -1.696
H 1.538 0.292 -5.263
H 0.857 -2.479 2.200
H 1.700 1.586 -2.387
H 0.683 -4.472 -2.737
C 1.867 -0.709 -4.754
C -2.606 -1.802 -2.693
O 1.252 -0.613 5.860
C 0.022 -2.283 3.017
H 0.572 -4.492 3.637
C 1.059 0.984 -1.590
C -1.434 -2.561 2.268
H 1.904 0.329 0.486
H 2.623 -0.440 -3.875
H -2.091 -3.145 3.073
C -1.447 -0.244 0.774
C -3.237 1.167 -0.310
H 2.368 -1.381 -5.584
H 0.997 -1.903 -3.020
C 0.593 -1.536 -4.054
N -1.545 -0.682 -2.715
C -0.761 -3.608 -1.690
H -4.316 0.726 -0.567
C 1.324 -3.094 5.274
C 0.216 0.438 5.754
H -0.525 -1.869 5.969
H 0.736 -2.158 7.348
H -1.708 2.696 0.760
Cl 0.219 -2.936 -5.254
```

Properties
Net charge: +1
ΔE to the lowest compared entry with this formula, charge and spin: 365.0 kcal per mole
Structure (SMILES): COCCCCCCCN(COO)/C(N(CCOC(C)=O)CCC(F)=C(F)F)=[N+](\CCC(=O)O)C[C@H](C)Cl

C24H42F12O11Si2 | the ωB97M-V functional and the def2-TZVPD basis

```
91
C24H42F12O11Si2 the ωB97M-V functional and the def2-TZVPD basis
H -3.495 -5.880 -7.382
H 2.164 -2.260 -4.000
H 2.421 -6.211 4.124
O 2.411 -0.171 -2.251
C 3.129 -5.622 3.542
F -0.202 -8.765 1.012
Si 2.497 3.373 0.060
C -3.921 -3.818 -6.932
C -0.004 5.391 0.679
H -1.824 3.195 2.130
H 3.852 5.079 4.847
H 1.323 2.045 5.641
F 0.309 -3.752 -8.535
H 1.676 5.591 5.540
O -1.752 -4.857 -7.337
F 1.884 -8.667 0.405
H 4.962 3.570 2.676
H -0.936 3.574 -0.074
C -5.496 3.267 0.745
H 3.989 -6.256 3.326
F 1.288 -3.289 -6.653
H 2.663 -3.839 -3.403
C 0.694 5.532 -0.661
F 5.142 -1.513 -0.713
C -3.073 -5.065 -6.798
H 0.984 4.553 7.312
O 1.146 3.790 4.686
H 0.980 -3.567 -3.896
C 0.472 -4.152 -7.264
H -6.447 3.768 0.914
C 1.687 5.085 4.579
H 0.715 3.575 -1.621
H 1.623 -4.514 2.449
O 2.652 -2.203 -1.299
O -1.067 3.773 2.009
C -6.812 0.330 -1.068
H -4.937 -4.018 -6.595
O -1.088 -3.862 -5.428
F 1.064 -5.360 -7.274
C -0.885 -4.250 -6.542
C -6.753 1.423 0.013
C 2.976 -0.940 -1.530
H -2.042 4.816 0.564
Si 3.504 3.832 2.725
C 1.844 -3.118 -3.410
C 1.493 -2.704 -1.998
H 1.361 6.380 -0.636
H 1.041 5.662 3.934
H 2.850 2.549 3.028
F -7.697 -0.609 -0.732
H 3.457 -4.778 4.147
H -5.532 2.112 2.570
F 3.814 -0.404 0.610
H -0.072 5.791 -1.388
H -4.838 3.967 0.235
H -3.937 2.275 1.851
H 1.744 2.306 0.756
O 0.234 -6.575 2.523
C 1.403 4.276 -1.172
C 0.770 -7.946 0.609
F -7.188 0.874 -2.240
F 0.404 -7.392 -0.563
C 1.577 3.079 5.827
H 2.055 4.584 -1.983
H -3.515 -3.001 -6.336
H 3.211 -4.524 1.696
C 1.007 -6.838 1.650
O -5.673 2.171 -0.173
C -4.874 2.801 2.044
H -3.954 -3.490 -7.971
C 2.501 -5.129 2.256
H 1.157 -3.565 -1.424
H 3.650 2.733 -0.587
H -0.151 3.198 7.080
C 4.194 -0.560 -0.673
H 3.254 6.083 3.571
C 0.886 3.497 7.110
F -5.613 -0.249 -1.236
C 3.125 5.114 4.045
C -1.081 4.326 0.696
H 0.695 -1.964 -1.985
H 1.376 2.987 7.930
O 2.155 -6.227 1.390
H -3.001 -5.395 -5.763
H -0.495 6.337 0.881
H 0.681 5.246 1.499
F 4.722 0.588 -1.100
O -7.588 1.565 0.857
H -4.672 3.652 2.694
H 2.659 3.132 5.945
O 3.086 4.449 1.218
```

Properties
Net charge: 0
Electronic energy: -96459.593 eV

Listing F_max for the structures above in their given order: 8.3; 1.2 eV/A.